Entry 1:
Below is C14H16F6N3O5PdS4 as an isolated structure, with properties calculated with ωB97M-V/def2-TZVPD.

Element x y z (Å)
Pd1 0.0442 -0.6275 0.1465
C1 -1.1351 0.3088 3.4306
C2 -2.1761 0.3969 2.3654
N1 -1.9186 0.2765 1.0996
C3 -3.0734 0.3272 0.3407
C4 -4.2126 0.5250 1.0530
S1 -3.8483 0.6180 2.7223
C5 -2.9986 0.1009 -1.1117
C6 -4.0451 -0.2077 -1.9232
S2 -3.4756 -0.4723 -3.5156
C7 -1.8574 -0.1462 -2.9831
N2 -1.7737 0.1402 -1.7276
C8 -0.6856 -0.2518 -3.8991
H1 -0.1587 0.2925 2.9489
H2 -1.2631 -0.6095 4.0066
H3 -1.1947 1.1566 4.1157
H4 -5.2208 0.6142 0.6844
H5 -5.0820 -0.3303 -1.6584
H6 -0.8386 0.3359 -4.8058
H7 -0.5251 -1.2946 -4.1772
H8 0.2012 0.0889 -3.3711
F1 2.0556 -3.0782 -3.1084
C9 3.1029 -2.4976 -2.5200
F2 3.7363 -1.7552 -3.4423
F3 3.9423 -3.4533 -2.1207
S3 2.5790 -1.4211 -1.1197
O1 1.8412 -0.3768 -1.7917
O2 3.8195 -1.0490 -0.4960
N3 1.8193 -2.4048 -0.1432
S4 0.4113 -3.1849 -0.4037
O3 0.7493 -4.5806 -0.5380
O4 -0.4926 -2.6850 -1.4167
C10 -0.4303 -3.2319 1.3008
F4 -1.6945 -2.8111 1.2292
F5 -0.4854 -4.5111 1.7076
F6 0.2119 -2.5687 2.2575
C11 1.7004 4.0222 1.3387
C12 2.9524 3.1302 1.2795
C13 2.3481 1.7646 0.9901
O5 1.1686 1.7491 1.7887
C14 0.5620 3.0218 1.6409
H9 1.5327 4.5139 0.3798
H10 1.7772 4.7984 2.1003
H11 3.4648 3.1149 2.2430
H12 3.6622 3.4454 0.5145
H13 2.9602 0.9102 1.2678
H14 2.0820 1.6647 -0.0690
H15 0.0288 3.2451 2.5671
H16 -0.1676 2.9872 0.8232

Cartesian forces (eV/Å) of the 2 atoms listed first:
Pd -0.342 0.706 0.404
C -0.052 -0.024 0.021

For the gap between HOMO and LUMO, the calculation gives 5.4 eV. As for the total charge: -1. Its spin multiplicity is 1. The HOMO energy is -0.11723 hartree.

So, what does the Löwdin scheme give us? The charges, in e, come out as: 0.300 -0.081 -0.638 0.046 -0.313 -0.365 1.031 -0.331 -0.366 1.024 -0.634 0.078 -0.071 0.057 0.079 0.074 0.067 0.065 0.071 0.084 0.058 0.125 -0.678 0.114 0.131 0.544 -0.335 -0.298 -0.320 0.572 -0.318 -0.331 -0.675 0.105 0.100 0.102 -0.159 -0.161 -0.211 -0.194 -0.209 0.102 0.096 0.106 0.107 0.117 0.110 0.111 0.114



Entry 2:
Below is C14H16FGaNO as an isolated structure in a non-equilibrium geometry, with properties calculated with ωB97M-V/def2-TZVPD.

Element x y z (Å)
C1 -2.3129 -3.5297 -0.2097
C2 -3.2704 -2.9656 0.7787
C3 -2.7992 -1.7098 1.3580
C4 -1.5203 -1.0541 1.0623
Ga1 -0.9323 0.7090 2.0006
C5 1.1089 0.8017 1.8233
C6 1.7246 -0.0298 3.1212
C7 3.1728 -0.7259 2.8312
O1 2.9267 0.5480 3.7241
N1 -0.6701 -1.6167 0.1380
C8 -1.1064 -2.7675 -0.4365
H1 -2.5299 -4.4780 -0.7549
H2 -4.2372 -3.4457 1.0322
H3 -3.4672 -1.2093 2.1037
H4 -1.3205 0.5354 3.5682
H5 -1.7148 1.9842 1.4350
H6 1.4996 0.1659 0.9943
H7 1.5545 1.8222 1.8822
H8 0.9885 -0.6097 3.7851
H9 3.6412 -1.3154 3.6591
H10 3.8719 -0.1761 2.1583
H11 -0.4188 -3.1994 -1.2152
F1 2.1882 1.9058 -0.8192
C9 1.3379 1.8786 -1.8550
C10 0.2358 1.0399 -1.8138
C11 -0.6415 1.0221 -2.8896
C12 -0.4049 1.8319 -3.9962
C13 0.7066 2.6645 -4.0264
C14 1.5813 2.6931 -2.9477
H12 0.0676 0.4081 -0.9491
H13 -1.5107 0.3755 -2.8656
H14 -1.0902 1.8123 -4.8366
H15 0.8927 3.2921 -4.8904
H16 2.4485 3.3424 -2.9497

Cartesian forces (eV/Å) of the 2 atoms listed first:
C -0.664 2.003 1.716
C 3.412 1.427 -1.180

For the gap between HOMO and LUMO, the calculation gives 8.2 eV. As for the total charge: -1. Its spin multiplicity is 1. The HOMO energy is -0.18639 hartree.

So, what does the Löwdin scheme give us? The charges, in e, come out as: -0.102 -0.083 -0.123 -0.323 0.306 -0.270 -0.320 -0.049 -0.221 -0.002 -0.204 0.077 0.080 0.078 -0.092 -0.120 0.024 0.043 0.107 0.078 0.093 0.091 0.062 -0.275 0.000 -0.073 -0.115 -0.108 -0.031 0.071 0.106 0.092 0.094 0.109



Entry 3:
Below is an isolated ion of composition C14H16N and charge +1 in a non-equilibrium geometry, with properties calculated with ωB97M-V/def2-TZVPD.

Element x y z (Å)
C1 -2.5803 2.1650 -1.1605
C2 -2.7945 1.4625 -0.0441
C3 -2.1848 0.1704 0.1709
C4 -2.4373 -0.5831 1.2908
C5 -1.2120 -0.4427 -0.7148
C6 -1.6032 -0.8843 -1.9461
C7 -0.7131 -1.4337 -2.8890
C8 0.6117 -1.4818 -2.5543
C9 0.9754 -1.1143 -1.3104
N1 0.1291 -0.6637 -0.3319
C10 0.6454 -0.4433 0.9298
C11 2.0350 -0.7109 1.4020
C12 2.9893 -1.4006 1.9849
C13 2.0097 0.6717 0.8614
C14 2.0943 1.7960 1.8847
H1 -3.1998 2.9967 -1.4394
H2 -1.7140 1.9805 -1.8240
H3 -3.5968 1.5478 0.6113
H4 -3.2369 -0.2312 2.0284
H5 -1.9352 -1.4820 1.3566
H6 -2.6282 -0.9171 -2.2421
H7 -0.8743 -1.7641 -3.8790
H8 1.4307 -1.5877 -3.2937
H9 1.9740 -1.2707 -1.1211
H10 0.0124 -0.1357 1.6639
H11 2.8732 -2.4882 2.2969
H12 4.0044 -0.9007 1.9622
H13 2.2857 0.9753 -0.1260
H14 1.8135 1.5186 2.8944
H15 1.5780 2.6844 1.5090
H16 3.2487 1.9668 2.0291

Cartesian forces (eV/Å) of the 2 atoms listed first:
C 0.564 0.210 0.210
C 0.700 -0.931 -2.442

Its SMILES is C=CC(=C)c1cccc[n+]1[C@H]1C(=C)[C@@H]1C. For the gap between HOMO and LUMO, the calculation gives 8.0 eV. As for the total charge: +1. Its spin multiplicity is 1. The HOMO energy is -0.45463 hartree.

So, what does the Löwdin scheme give us? The charges, in e, come out as: 0.069 -0.113 -0.276 0.128 -0.128 0.037 0.017 -0.027 0.002 0.069 -0.066 -0.271 0.099 -0.146 -0.062 0.066 0.082 0.093 0.122 0.055 0.138 0.118 0.150 0.120 0.105 0.101 0.108 0.126 0.078 0.077 0.127